# 1
Computed, not measured: C5H14N2 in the gas phase, with ωB97M-V/def2-TZVPD.

Last column: Löwdin charge in e.
CARTESIAN COORDINATES (ANGSTROEM)
C: -3.1308 -0.6086 1.8038  -0.14
C: -1.8070 -0.8948 1.1052  -0.27
C: -1.3350 -0.0057 -0.0789  -0.24
N: 0.1357 0.1759 -0.0593  -0.07
C: 0.8386 0.6469 -1.2988  -0.23
C: 2.2786 0.1297 -1.3397  -0.31
N: 3.2054 0.4879 -0.2736  0.01
H: -3.3967 0.3136 2.3107  0.04
H: -4.0028 -0.8232 1.0889  0.08
H: -3.2972 -1.3903 2.7409  0.12
H: -1.7973 -1.9585 0.8685  0.10
H: -0.9619 -0.8449 1.7994  0.09
H: -1.9062 0.9636 -0.1355  0.12
H: -1.6476 -0.5458 -0.9570  0.10
H: 0.2985 0.6617 0.7883  0.08
H: 0.4135 0.2095 -2.1890  0.09
H: 0.7968 1.7563 -1.5901  0.12
H: 2.0974 -0.9032 -1.4846  0.09
H: 2.7445 0.4419 -2.3127  0.12
H: 2.7047 0.4033 0.5725  0.03
H: 3.5005 1.4642 -0.3191  0.07

Values from the calculation:
Structure (SMILES) ... CCCNCCN
Lowest unoccupied orbital energy ... 1.0811 eV
Highest occupied orbital energy ... -8.81 eV
Charge ... 0
Spin multiplicity ... 1

---

# 2
Computed, not measured: C5H14N2 in the gas phase, with ωB97M-V/def2-TZVPD.

Last column: Löwdin charge in e.
CARTESIAN COORDINATES (ANGSTROEM)
C: 2.7948 1.4241 -0.5993  -0.12
N: 1.2910 1.2594 -0.6676  -0.12
C: 0.8967 0.2521 0.3558  -0.29
C: -0.5002 0.4992 0.9531  -0.19
C: -1.6093 0.2093 -0.1246  -0.19
C: -2.0536 -1.2491 -0.2024  -0.27
N: -1.1152 -2.4051 0.1037  0.00
H: 3.1313 1.9206 -1.4966  0.07
H: 3.1006 1.8418 0.3607  0.07
H: 3.1349 0.3729 -0.5594  0.07
H: 0.9131 2.1168 -0.2692  0.08
H: 1.4767 0.4669 1.2968  0.11
H: 1.3214 -0.7163 0.0952  0.10
H: -0.6074 1.5507 1.2293  0.10
H: -0.5457 -0.1222 1.8518  0.10
H: -1.1333 0.4106 -1.0836  0.10
H: -2.3463 0.9253 0.2386  0.10
H: -2.8236 -1.4207 0.5514  0.10
H: -2.4497 -1.4503 -1.2019  0.10
H: -0.1584 -2.2439 -0.1791  0.04
H: -1.2139 -2.4254 1.1103  0.05

Values from the calculation:
Structure (SMILES) ... CNCCCCN
Lowest unoccupied orbital energy ... 0.9995 eV
Highest occupied orbital energy ... -9.10 eV
Charge ... 0
Spin multiplicity ... 1

---

# 3
Computed, not measured: 2 unconnected molecules or ions with the total composition C5H14N2, with ωB97M-V/def2-TZVPD.

Last column: Löwdin charge in e.
CARTESIAN COORDINATES (ANGSTROEM)
C: 1.3215 -0.2508 -1.2919  0.15
C: -1.7356 0.4175 1.1272  0.07
C: 3.1405 -1.0415 0.0226  0.01
C: 1.8175 0.9579 0.6878  0.01
C: -2.3536 0.4722 -0.0168  -0.24
N: 2.0197 -0.1903 -0.2489  -0.19
N: -3.0660 -0.5022 -0.6670  0.19
H: 1.5355 -0.9541 -1.9865  0.09
H: -1.8504 -0.3086 2.0334  0.14
H: 0.3759 0.4736 -1.5911  0.18
H: -1.2905 1.3899 1.5045  0.11
H: 3.1210 -2.1775 -0.2119  0.17
H: 3.4079 -1.0234 1.0611  0.11
H: 3.8939 -0.5090 -0.5011  0.11
H: 1.0839 1.7462 0.3392  0.12
H: 2.7568 1.4991 0.7170  0.11
H: 1.7280 0.6792 1.7398  0.12
H: -2.0665 1.1686 -0.7832  0.13
H: -3.4644 -1.0825 0.0174  0.16
H: -2.5122 -1.0525 -1.3752  0.22
H: -3.9626 -0.2285 -1.1550  0.23

Values from the calculation:
Lowest unoccupied orbital energy ... -7.8675 eV
Highest occupied orbital energy ... -19.13 eV
Charge ... +2
Spin multiplicity ... 1

---

# 4
Computed, not measured: 2 unconnected molecules or ions with the total composition C5H14N2O, with ωB97M-V/def2-TZVPD.

Last column: Löwdin charge in e.
CARTESIAN COORDINATES (ANGSTROEM)
C: -0.9907 -2.6720 -0.7365  -0.04
C: -0.1624 -1.4473 -0.3418  -0.49
O: 0.3641 -0.8790 -1.5043  -0.04
N: -0.8963 -0.4159 0.3949  -0.11
N: -1.8973 0.2777 -0.3366  0.00
H: -0.3536 -3.3794 -1.2591  0.08
H: -1.4083 -3.1446 0.1509  0.08
H: -1.7976 -2.3835 -1.4097  0.07
H: 0.6458 -1.7650 0.3413  0.14
H: 0.9022 -0.1152 -1.2397  0.04
H: -1.3328 -0.8162 1.2204  0.11
H: -2.5445 -0.3635 -0.8045  0.07
H: -1.4161 0.8022 -1.0621  0.07
C: 2.1157 1.3380 -0.1899  -0.05
C: 1.4465 1.3727 0.9491  -0.25
C: 0.4137 2.3861 1.2976  -0.11
H: 2.8706 0.5951 -0.3920  0.06
H: 1.9665 2.0834 -0.9564  0.07
H: 1.6265 0.6201 1.7043  0.10
H: 0.3737 3.1804 0.5494  0.08
H: 0.6307 2.8269 2.2682  0.07
H: -0.5565 1.8992 1.3564  0.05

Values from the calculation:
Structure (SMILES) ... C[C@@H](O)NN.C=CC
Lowest unoccupied orbital energy ... 1.0053 eV
Highest occupied orbital energy ... -8.84 eV
Charge ... 0
Spin multiplicity ... 1

---

# 5
Computed, not measured: 2 unconnected molecules or ions with the total composition C5H14N2O, with ωB97M-V/def2-TZVPD.

Last column: Löwdin charge in e.
CARTESIAN COORDINATES (ANGSTROEM)
C: -2.4211 -1.9198 1.9694  0.00
C: -1.3383 -1.1387 1.6995  -0.19
C: -1.4793 0.2110 1.0210  -0.22
C: -0.1354 0.8138 0.5783  -0.31
N: 0.5688 0.2441 -0.5668  -0.05
C: 1.9689 1.0045 -0.7726  -0.20
N: 1.8046 2.4490 -0.6370  0.03
H: -2.2237 -2.8085 2.7263  0.10
H: -3.3049 -1.5231 1.8525  -0.01
H: -0.2577 -1.3007 2.0001  0.11
H: -1.9008 0.9420 1.7974  0.14
H: -2.0100 0.1562 0.0662  0.11
H: 0.6077 0.6949 1.5054  0.13
H: -0.1221 1.9224 0.4608  0.10
H: 0.6286 -0.7055 -0.4688  0.04
H: 2.1987 0.8142 -1.7773  0.08
H: 2.7432 0.6661 -0.1191  0.10
H: 1.6262 2.6949 0.1792  -0.07
H: 1.0054 2.8519 -1.2085  0.12
O: 0.9022 -2.1193 -3.6929  -0.08
H: -0.0039 -1.6793 -3.8111  0.08
H: 1.1429 -2.2699 -2.8018  -0.01

Values from the calculation:
Structure (SMILES) ... C=CCCNCN.O
Lowest unoccupied orbital energy ... 0.8321 eV
Highest occupied orbital energy ... -8.87 eV
Charge ... 0
Spin multiplicity ... 1

---

# 6
Computed, not measured: a molecular structure, C5H14N2O, with ωB97M-V/def2-TZVPD.

Last column: Löwdin charge in e.
CARTESIAN COORDINATES (ANGSTROEM)
C: 0.0540 -0.3072 -0.1894  -0.61
C: -2.5049 -0.3672 -0.7017  -0.14
C: 1.1711 0.6133 1.2544  -0.14
C: 0.1961 -1.8128 -0.0997  -0.05
C: 2.4002 1.2904 0.7006  -0.18
N: -1.0909 0.1939 0.3611  0.03
N: 0.4382 0.1629 -1.4576  0.08
O: -3.5394 0.4697 -0.3281  -0.07
H: -3.6423 0.4105 0.6297  0.09
H: -1.1278 1.2044 0.2416  0.08
H: 0.5077 1.1683 -1.5321  0.08
H: 1.2337 -0.3045 -1.8666  0.08
H: -2.6357 -1.4129 -0.4168  0.09
H: -2.3147 -0.2441 -1.7677  0.10
H: 0.5744 1.2979 1.8537  0.06
H: 1.4090 -0.2447 1.8794  0.06
H: -0.3600 -2.1853 0.7553  0.08
H: -0.1855 -2.2982 -0.9970  0.08
H: 1.2492 -2.0682 0.0190  0.08
H: 2.1267 2.1174 0.0377  0.06
H: 3.0157 0.5866 0.1358  0.06
H: 3.0252 1.7296 1.4883  0.07

Values from the calculation:
Lowest unoccupied orbital energy ... 0.9187 eV
Highest occupied orbital energy ... -7.49 eV
Charge ... 0
Spin multiplicity ... 1

---

# 7
Computed, not measured: 2 unconnected molecules or ions with the total composition C5H14N2O, with ωB97M-V/def2-TZVPD.

Last column: Löwdin charge in e.
CARTESIAN COORDINATES (ANGSTROEM)
C: 1.9922 -2.0218 0.9998  -0.21
C: -1.2968 -0.9759 -0.2612  -0.07
N: 1.6616 -1.1767 -0.1336  -0.11
H: 1.9797 -1.6155 -0.9942  0.06
H: 3.0368 -2.3625 1.0188  0.06
H: 1.3472 -2.9071 1.0027  0.06
H: 1.8101 -1.4689 1.9244  0.06
H: -0.5343 -1.1172 -1.0200  0.05
H: -1.3321 -1.8316 0.4054  0.07
H: -2.2423 -0.8416 -0.7795  0.05
C: -1.7052 2.0625 -1.2862  0.00
C: -0.7231 1.5165 -0.3010  -0.30
N: 1.5727 1.7134 0.2620  -0.05
C: -1.0958 0.4055 0.5875  -0.14
O: 0.4479 2.0765 -0.3551  -0.09
H: 1.3673 1.2207 1.1375  0.01
H: 1.9602 -0.1013 -0.0111  0.07
H: -2.5458 2.5286 -0.7689  0.09
H: -1.2289 2.8024 -1.9285  0.09
H: -2.1070 1.2738 -1.9261  0.09
H: -2.0398 0.6122 1.0957  0.12
H: -0.3246 0.2081 1.3314  0.08

Values from the calculation:
Lowest unoccupied orbital energy (spin up / spin down) ... 0.3963 / 0.3956 eV
Highest occupied orbital energy (spin up / spin down) ... -7.60 / -7.60 eV
Charge ... 0
Spin multiplicity ... 1

---

# 8
Computed, not measured: 2 unconnected molecules or ions with the total composition C5H14N2O, with ωB97M-V/def2-TZVPD.

Last column: Löwdin charge in e.
CARTESIAN COORDINATES (ANGSTROEM)
C: 1.3860 -1.0665 0.1212  -0.08
C: -0.1560 -1.1526 0.0096  -0.40
N: -0.5457 -2.6137 -0.1914  0.04
C: -0.6928 -0.3935 -1.1620  -0.21
C: -0.1727 0.9979 -1.3421  -0.12
C: 0.3021 1.7277 -0.3333  -0.17
N: 0.6694 3.1096 -0.5551  0.04
H: 1.9067 -0.3408 0.7631  0.08
H: 1.9162 -1.1818 -0.7740  0.06
H: 1.7964 -1.9021 0.6399  0.05
H: -0.5953 -0.8316 1.0404  0.14
H: -0.1437 -2.9265 -1.0533  0.06
H: -0.3308 -3.0304 0.6484  0.02
H: -0.4746 -0.8562 -2.1414  0.12
H: -1.7215 -0.2804 -1.0328  0.09
H: 0.0271 1.1149 -2.3625  0.08
H: 0.3418 1.5059 0.6863  0.09
H: 0.7330 3.3011 -1.4938  0.03
H: 1.4694 3.4162 0.0045  0.08
O: -1.5585 0.6593 2.8982  -0.10
H: -1.7670 -0.2923 3.0988  0.06
H: -2.3898 1.0358 2.5315  0.05

Values from the calculation:
Structure (SMILES) ... C[C@H](N)C/C=C/N.O
Lowest unoccupied orbital energy ... 0.7557 eV
Highest occupied orbital energy ... -7.95 eV
Charge ... 0
Spin multiplicity ... 1

---

Number 1: calculated total energy -308.35908 a.u.. Number 2: calculated total energy -308.35261 a.u.. Number 3: calculated total energy -307.68070 a.u.. Number 4: calculated total energy -383.59284 a.u.. Number 5: calculated total energy -383.52807 a.u.. Number 6: calculated total energy -383.54875 a.u.. Number 7: calculated total energy -383.48116 a.u.. Number 8: calculated total energy -383.58513 a.u..